# 1
Molecular formula: C28H47O3Si5Yb
Method: DFT, ωB97M-V/def2-TZVPD

Geometry as XYZ:
```
84
Properties=species:S:1:pos:R:3:mulliken_spin:R:1
Yb 0.40433 0.80079 -1.01238 1.012
O 0.69083 -1.59168 -1.41447 -0.008
C 1.19105 -2.00490 -2.72600 0.002
C 1.63633 -0.69378 -3.46831 0.000
O 2.24752 -0.78947 -4.50084 0.000
O 1.24176 0.38290 -2.86835 0.002
C 0.05711 -2.56008 -3.56955 -0.001
C 0.31775 -3.42472 -4.62730 0.000
C -0.71367 -3.85847 -5.44440 0.000
C -2.01589 -3.43752 -5.21740 0.000
C -2.28130 -2.56534 -4.17324 0.000
C -1.24940 -2.12473 -3.36005 -0.001
C 2.33064 -2.96715 -2.47288 0.000
C 3.65440 -2.54337 -2.47236 0.000
C 4.66515 -3.41406 -2.09277 0.000
C 4.36347 -4.71082 -1.70540 0.000
C 3.04480 -5.14151 -1.70878 0.000
C 2.03395 -4.27420 -2.09068 0.000
H 0.44240 -2.40015 -0.94817 0.001
H 1.33357 -3.74294 -4.82031 0.000
H -0.50182 -4.52968 -6.26666 0.000
H -2.82027 -3.78196 -5.85387 0.000
H -3.29391 -2.22876 -3.99075 0.000
H -1.47046 -1.43774 -2.55175 0.001
H 3.90083 -1.53864 -2.78962 0.000
H 5.69389 -3.07761 -2.10059 0.000
H 5.15480 -5.38361 -1.40135 0.000
H 2.80532 -6.15578 -1.41602 0.000
H 1.00498 -4.61827 -2.10404 0.000
C -0.91697 6.72249 -0.08402 0.000
Si 0.84571 6.05688 -0.01015 0.000
C 1.46798 6.22740 1.76242 0.000
C 1.98374 7.03086 -1.15193 0.000
C 0.79858 4.28007 -0.50184 -0.005
C 0.70168 3.10501 -0.82400 0.003
H -0.94209 7.78703 0.15949 0.000
H -1.54905 6.19688 0.63490 0.000
H -1.35797 6.59138 -1.07382 0.000
H 1.60069 7.28214 2.01394 0.000
H 2.42606 5.72462 1.90719 0.000
H 0.75572 5.79918 2.47015 0.000
H 1.98245 8.08749 -0.87576 0.000
H 1.67266 6.95375 -2.19509 0.000
H 3.01050 6.66688 -1.08238 0.000
C -1.83246 -2.95933 3.29579 0.000
Si -1.00046 -2.40008 1.69094 0.000
C -2.00687 -3.16774 0.26297 0.000
C 0.72717 -3.21489 1.64393 0.000
Si -0.73371 -0.07799 1.38401 -0.004
Si -2.85431 0.96774 1.38398 -0.001
C -4.00722 0.71389 2.86077 0.000
C -3.68821 0.33832 -0.21318 0.000
C -2.65446 2.83496 1.11056 0.000
Si 0.55258 0.75551 3.18546 -0.001
C -0.06222 0.35816 4.93108 0.000
C 0.73208 2.63566 3.04913 0.000
C 2.29646 0.02637 2.97356 0.000
H -1.89108 -4.04884 3.35360 0.000
H -2.84863 -2.56529 3.37031 0.000
H -1.27833 -2.60782 4.16897 0.000
H -1.78711 -4.23124 0.13974 0.000
H -1.82070 -2.67597 -0.69601 0.000
H -3.07724 -3.07896 0.46508 0.000
H 0.69155 -4.24517 1.28044 0.000
H 1.15326 -3.24094 2.64991 0.000
H 1.43471 -2.66251 1.01867 0.000
H -4.20312 -0.34591 3.03852 0.000
H -4.96661 1.21477 2.71571 0.000
H -3.55077 1.12170 3.76563 0.000
H -3.93132 -0.72566 -0.15957 0.000
H -3.00130 0.47877 -1.05606 0.000
H -4.60699 0.88118 -0.44748 0.000
H -2.21669 3.32893 1.98117 0.000
H -3.61627 3.31392 0.90828 0.000
H -1.99597 3.03725 0.26282 0.000
H -1.05952 0.77348 5.09346 0.000
H 0.60165 0.77640 5.69096 0.000
H -0.12166 -0.72016 5.09575 0.000
H -0.21873 3.13988 3.23978 0.000
H 1.06048 2.92532 2.04938 0.000
H 1.45727 3.02270 3.76988 0.000
H 2.31713 -1.04068 3.20757 0.000
H 3.02891 0.52207 3.61512 0.000
H 2.63089 0.14337 1.93854 0.000
```

Summary:
* LUMO (alpha / beta): -0.592 / -0.841 eV
* HOMO-LUMO gap (alpha / beta): 7.411 / 7.149 eV
* HOMO energy (alpha / beta): -8.00 / -7.99 eV
* E_tot: -106862.179 eV
* expectation value of S²: 0.75
* multiplicity: 2
* strongest force on any atom: 0.0199 hartree/bohr



# 2
Molecular formula: C28H48BrClN3O4S
Method: DFT, ωB97M-V/def2-TZVPD

Geometry as XYZ:
```
86
Properties=species:S:1:pos:R:3:mulliken_charge:R:1
C 3.20605 -4.31152 3.03445 -0.960
C 2.80735 -4.33400 1.41990 -0.342
C 3.10385 -2.82691 0.82859 -0.503
O 1.91653 -2.18195 0.24471 -0.207
C 1.46913 -1.09762 1.18596 -1.244
C 0.10781 -0.47365 0.43558 -0.230
C -0.67944 0.66462 1.31294 -0.570
Br 0.45339 1.05953 2.91521 0.011
N -1.16437 1.87845 0.49882 0.751
C -1.90411 2.75919 1.47488 -0.725
C -2.28716 1.49786 -0.49763 -0.403
C -3.47715 0.51926 0.06032 0.195
C -3.48726 -1.12715 0.03138 -0.099
C -4.75975 -2.05958 0.58748 -0.614
C -6.10576 -1.32763 1.23028 -0.606
C -6.14013 0.31451 1.26757 0.416
C -7.44354 1.10189 1.90113 -0.944
C -4.87682 1.19343 0.68629 -0.547
C 0.00545 2.58216 -0.23360 0.174
Cl -0.59864 3.33324 -1.89051 -0.128
C 0.57995 3.94369 0.37449 -0.881
C 1.30428 4.17001 1.76028 -0.753
C 2.78054 3.52493 2.04960 -0.152
S 2.98966 3.56887 3.95445 -0.156
C 1.13401 1.48252 -0.79706 1.430
C 1.93093 1.81492 -2.13903 -1.073
C 2.92687 3.07837 -2.30480 -0.480
O 2.29900 4.33406 -2.84107 -0.539
C 4.01429 3.34839 -1.11105 -0.640
N 4.45025 2.13355 -0.33565 -0.410
N 0.56791 0.09070 -0.83584 1.385
C 0.37495 -0.57841 -2.10352 -1.020
C -0.49014 -1.95197 -2.22187 -0.450
O 0.02398 -2.67349 -3.43283 -0.405
C -0.63141 -3.98199 -3.57845 0.497
O -1.79046 -4.02452 -4.24382 -0.531
C -0.01264 -5.35650 -2.91807 -0.063
C -1.25904 -6.45379 -2.86821 -0.905
H 3.13796 -5.39580 3.47991 0.334
H 4.32280 -3.95081 3.15029 0.261
H 2.45679 -3.54923 3.53940 0.228
H 3.56112 -5.05943 0.89100 0.303
H 1.70309 -4.69887 1.27010 0.227
H 3.49386 -2.18150 1.72783 0.314
H 3.91778 -2.87837 -0.03553 0.248
H 1.23031 -1.65473 2.18416 0.412
H 2.36333 -0.35002 1.22162 0.355
H -0.61318 -1.40428 0.42105 0.220
H -1.57716 0.11006 1.87503 0.713
H -2.55683 3.61785 0.96106 0.325
H -1.28007 3.30439 2.28800 0.169
H -2.69901 2.14281 2.12215 0.382
H -2.93459 2.45070 -0.82011 0.721
H -1.86627 0.90474 -1.43770 0.312
H -2.59139 -1.72437 -0.41888 0.118
H -4.68483 -3.23689 0.51225 0.318
H -6.97104 -2.02470 1.63908 0.254
H -8.32273 0.35178 2.19497 0.300
H -7.81217 2.01622 1.26579 0.290
H -7.07281 1.55627 2.94049 0.265
H -4.99579 2.37356 0.73415 0.208
H -0.32472 4.73082 0.32954 0.425
H 1.32195 4.39070 -0.45431 0.462
H 1.50532 5.35152 1.83511 0.260
H 0.69114 3.97006 2.76601 0.217
H 3.68958 4.20442 1.67797 0.397
H 2.90378 2.39479 1.78373 -0.193
H 1.75613 3.32133 4.57944 0.097
H 1.93909 1.45763 0.08720 -1.057
H 2.68716 0.88829 -2.26931 0.353
H 1.31926 1.77083 -3.16651 0.287
H 3.62235 2.77646 -3.23722 0.340
H 3.01289 5.03178 -2.62417 0.407
H 3.61473 4.24945 -0.48725 0.229
H 5.00270 3.75792 -1.64484 0.320
H 5.21979 2.32218 0.34308 0.254
H 4.67375 1.31622 -0.95510 0.211
H 1.43433 -0.86184 -2.58068 0.321
H -0.14868 0.16687 -2.87867 0.331
H -0.36307 -2.70402 -1.31683 0.314
H -1.60103 -1.66765 -2.45529 0.294
H 0.34636 -5.21000 -1.80973 0.017
H 0.88339 -5.81764 -3.51620 0.343
H -1.54384 -6.76691 -3.96501 0.246
H -2.22368 -6.00389 -2.37829 0.241
H -0.96624 -7.42209 -2.27004 0.329
```

Summary:
* LUMO: -2.939 eV
* HOMO-LUMO gap: 8.287 eV
* net charge: +1
* HOMO energy: -11.23 eV
* SMILES string: CCCOC[C@H]1[C@@H](Br)[N@+](C)(Cc2cccc(C)c2)[C@@](Cl)(CCCS)[C@H](C[C@@H](O)CN)N1CCOC(=O)CC
* E_tot: -135848.238 eV
* strongest force on any atom: 0.1655 hartree/bohr



# 3
Molecular formula: C28H48N2O10
Method: DFT, ωB97M-V/def2-TZVPD

Geometry as XYZ:
```
88
Properties=species:S:1:pos:R:3:mulliken_charge:R:1
C 0.45449 3.43005 3.47046 -1.367
C -0.34110 2.87461 2.30367 0.150
O -0.48767 1.45889 2.48648 -0.300
C -1.52550 0.85989 1.91196 0.728
O -2.33659 1.43878 1.23076 -0.784
C -1.54231 -0.60787 2.27684 0.207
C -2.66591 -1.43997 1.65562 -1.450
C -2.64262 -1.54188 0.11516 -0.315
N -3.39947 -0.48344 -0.50097 0.224
C -4.38004 -0.75025 -1.39529 0.329
O -4.60697 -1.87614 -1.79212 -0.712
C -5.18997 0.46096 -1.82038 -0.165
C -5.53150 0.40785 -3.30996 -1.112
C -4.31629 0.55809 -4.22696 -0.683
C -3.59382 1.90436 -4.07506 -0.969
C -2.33543 1.80458 -3.21241 0.563
C -1.79258 3.17584 -2.81316 -1.386
C -0.77241 3.09143 -1.67966 0.074
C 0.47285 2.28628 -2.06378 0.179
C 1.49945 2.39330 -0.95878 -0.139
O 2.11916 3.41192 -0.71442 -0.694
N 1.67543 1.25963 -0.24056 0.975
C 2.57949 1.24344 0.88543 -0.022
C 4.02923 0.95412 0.43999 -1.495
C 4.17952 -0.41250 -0.22133 -0.391
C 4.22023 -1.53039 0.79728 0.440
O 4.60580 -1.41386 1.93306 -0.639
O 3.81750 -2.68041 0.26204 -0.186
C 3.83063 -3.83908 1.10064 -0.257
C 4.00558 -5.07109 0.23191 -1.278
C 2.13438 0.21198 1.90347 0.467
O 1.56960 -0.81778 1.61149 -0.438
O 2.45203 0.58544 3.12548 -0.334
C 2.20185 -0.31308 4.21166 -0.219
C 3.51063 -0.62911 4.91574 -1.349
C -1.19891 -1.57101 -0.37992 -0.207
O -0.58280 -0.60839 -0.76694 -0.212
O -0.71214 -2.79789 -0.29314 -0.418
C 0.66532 -3.00370 -0.63340 0.876
C 0.90603 -2.95688 -2.13421 -1.379
H -0.09563 3.30668 4.40017 0.354
H 1.40418 2.90846 3.55410 0.166
H 0.64229 4.48681 3.30643 0.408
H 0.17582 3.05338 1.35620 -0.130
H -1.33781 3.32450 2.24408 0.586
H -1.62203 -0.65812 3.36648 0.681
H -0.56252 -1.01459 2.01556 -0.355
H -2.59149 -2.44776 2.06632 0.463
H -3.63346 -1.02405 1.94393 0.321
H -3.11868 -2.47931 -0.19897 0.553
H -3.22859 0.45053 -0.14870 0.222
H -6.12090 0.42812 -1.24656 0.368
H -4.67036 1.38293 -1.56565 0.234
H -6.25444 1.19467 -3.53854 0.431
H -6.00193 -0.55638 -3.51195 0.417
H -4.66477 0.44396 -5.25566 0.389
H -3.61884 -0.25732 -4.02820 0.327
H -3.31074 2.28582 -5.05864 0.427
H -4.28054 2.63314 -3.63803 0.450
H -2.55012 1.23693 -2.30757 -0.358
H -1.57488 1.25191 -3.76677 0.315
H -1.34372 3.66552 -3.68037 0.351
H -2.62270 3.80203 -2.47578 0.419
H -1.24418 2.62519 -0.81171 -0.182
H -0.46022 4.09996 -1.39792 0.490
H 0.20773 1.24501 -2.23110 -0.254
H 0.90411 2.70903 -2.97332 0.462
H 1.06309 0.46511 -0.37937 -0.261
H 2.57663 2.23698 1.35033 0.628
H 4.30734 1.74020 -0.26228 0.556
H 4.68327 1.00823 1.31167 0.532
H 5.12618 -0.45285 -0.76665 0.455
H 3.37533 -0.60383 -0.93154 0.179
H 4.64724 -3.74071 1.82405 0.516
H 2.88247 -3.87102 1.64826 0.175
H 3.20430 -5.13254 -0.49920 0.248
H 4.95423 -5.02736 -0.29650 0.316
H 3.98886 -5.96066 0.85473 0.414
H 1.49766 0.19240 4.87933 0.411
H 1.73986 -1.22207 3.81524 0.210
H 4.20587 -1.06795 4.20502 0.225
H 3.33086 -1.32943 5.72629 0.428
H 3.94899 0.27956 5.31913 0.336
H 0.89327 -3.99310 -0.23345 0.384
H 1.26794 -2.24994 -0.12014 -0.599
H 0.29496 -3.70110 -2.63958 0.388
H 0.65588 -1.97482 -2.52721 0.174
H 1.95504 -3.15890 -2.33264 0.416
```

Summary:
* LUMO: 0.569 eV
* HOMO-LUMO gap: 10.026 eV
* HOMO energy: -9.46 eV
* SMILES string: CCOC(=O)CC[C@@H](NC(=O)CCCCCCCCC(=O)N[C@H](CCC(=O)OCC)C(=O)OCC)C(=O)OCC
* E_tot: -53274.439 eV
* strongest force on any atom: 0.0130 hartree/bohr